No. 1
The following is a quantum chemistry calculation of a molecular structure, C7H20BClI2MnNO4PSi2, from the OMol25 dataset.

```
40
C7H20BClI2MnNO4PSi2 | the OMol25 dataset | the ωB97M-V functional and the def2-TZVPD basis
H 1.0123 -2.6656 0.4612
H 1.9256 1.3625 -1.4856
H 4.0370 0.2257 2.2457
C -2.9720 -1.6702 0.2391
C -2.5055 -0.5365 1.1544
O 2.7162 -1.2430 -2.6227
Si 1.4403 -1.2522 0.3561
H -1.2438 -2.9114 -0.3200
H -1.6369 2.2420 2.2111
H 4.7506 -1.1300 -0.5806
H -2.4180 -0.9849 2.1446
O 3.4661 -0.5488 2.3460
C -0.2747 3.9381 -0.3232
H 4.5510 -2.7332 0.1542
B 3.3274 -1.1418 1.1148
H 0.4948 3.2493 -0.6627
I -3.2943 -0.8802 -1.7576
H -0.5531 4.5410 -1.1817
H -0.0329 2.4512 1.5866
I -4.2224 0.8251 1.2941
H -0.9522 0.5385 -0.8259
C -2.1812 -2.9568 0.2235
H -1.9495 2.7128 -0.6433
N 0.1730 -1.3886 -2.4865
H -2.1310 3.9625 0.6583
C 4.5925 -1.6641 0.3595
H -2.0503 -3.3134 1.2428
C -1.4899 3.2005 0.2221
H -3.9714 -1.9385 0.5698
Si -0.9159 0.4359 0.6394
H 5.4767 -1.4646 0.9632
P 1.4479 -0.7110 -1.8404
H -2.7884 -3.7083 -0.2780
H -0.3074 -1.9046 -1.7603
H 2.3769 -1.8324 -3.3172
C -1.0484 2.1784 1.2981
O 0.4706 -0.2004 1.2537
O 1.3561 0.8722 -2.0957
Cl 0.4159 5.0378 0.8801
Mn -5.0917 1.0071 -1.4366
```

Computed properties:
multiplicity	6
⟨S²⟩	8.7564
LUMO level (alpha / beta)	-9.951 / -10.014	eV
total charge	+2
HOMO-LUMO gap (alpha / beta)	3.89 / 3.83	eV

Atom charges from the Mulliken analysis, given in e for atoms 1 to 8: atom 1 (H): -0.038, atom 2 (H): 0.323, atom 3 (H): 0.318, atom 4 (C): -0.312, atom 5 (C): -0.929, atom 6 (O): -0.506, atom 7 (Si): -0.224, atom 8 (H): 0.175

***

No. 2
The following is a quantum chemistry calculation of 2 unconnected molecules or ions with the total composition C7H20BN5O3P, from the OMol25 dataset.

```
37
C7H20BN5O3P | the OMol25 dataset | the ωB97M-V functional and the def2-TZVPD basis
N -1.9462 -2.3931 2.6292
H 2.9698 -2.5503 3.0872
H -0.8266 4.4326 -4.7646
H -0.8952 -5.3566 0.5728
H -1.0763 2.2056 -1.8410
H -0.3373 1.5649 -3.8058
H -3.8018 -1.6786 3.3959
H 0.6289 3.9230 -3.9371
C -2.3146 -0.1949 2.8050
N -2.8702 -1.4762 3.0178
H -1.7801 2.1450 -4.6335
H 1.8408 -4.3987 1.8291
P 0.4548 -4.0627 1.6086
O -1.0990 4.0400 -2.7992
C -0.7065 2.3135 -4.5092
C 0.7213 3.3033 -1.3196
C -0.4447 3.7290 -4.0222
H 0.7561 -0.1562 -0.1881
H 1.3558 2.9300 -2.1254
C -0.7945 -1.7257 2.1243
N 0.3297 -2.2813 1.6231
H -2.1261 -3.4059 2.6722
O 2.7747 -2.1468 1.0356
H -2.7251 0.8363 3.0153
N -1.0243 -0.2958 2.2342
H 4.4818 -1.8174 2.1969
H -1.3394 3.6191 -0.8378
C -0.7533 3.2409 -1.6797
H -0.3230 -4.5626 2.7183
H 1.0217 4.3346 -1.1183
O 1.4208 -0.1840 0.5307
B 1.4865 -1.5025 1.0677
H 0.9205 2.7013 -0.4290
H 2.9898 -0.7520 2.6796
C 3.3644 -1.7795 2.3463
N -0.1226 -4.7418 0.2882
H -0.2104 2.1434 -5.4675
```

Computed properties:
LUMO level	-4.188	eV
total charge	+1
HOMO-LUMO gap	7.28	eV

Atom charges from the Mulliken analysis, given in e for atoms 1 to 8: atom 1 (N): 0.103, atom 2 (H): 0.227, atom 3 (H): 0.339, atom 4 (H): 0.246, atom 5 (H): 0.260, atom 6 (H): 0.197, atom 7 (H): 0.257, atom 8 (H): 0.284

***

No. 3
The following is a quantum chemistry calculation of a molecular structure, C7H20Br3Cl5FN5O4P, from the OMol25 dataset.

```
46
C7H20Br3Cl5FN5O4P | the OMol25 dataset | the ωB97M-V functional and the def2-TZVPD basis
Br -1.5156 5.5405 3.0720
H -5.3757 -2.3409 1.5247
H -3.8666 -3.0696 1.5750
Cl 0.1612 -1.2240 1.2025
O -3.3514 3.3057 1.3898
H 3.6260 -1.8772 -7.8092
C 2.8213 -2.7750 -3.9543
Cl 1.3516 -3.8780 1.1323
H -4.6977 -2.7641 2.9987
H -4.0546 -1.4932 2.1141
C -0.2892 2.0245 2.2827
H 1.2116 0.6578 2.5929
H 3.1688 -2.8655 -0.7306
H 4.8904 -2.2753 -6.6188
P -3.0762 2.1931 2.7336
H -4.5986 0.5425 2.2717
N -4.4987 -2.4170 2.0532
O 2.1068 -1.8018 -4.1468
O 3.3318 -3.5896 -4.9105
H -3.4593 0.5696 1.0558
C -0.1757 -2.9721 1.2772
Cl -0.9519 -3.3614 2.8329
H -3.8564 4.0741 1.8187
C -0.4421 6.6501 4.2555
H -0.3764 3.7659 1.0662
H 3.4205 -1.4143 -1.7215
H 0.6103 3.8681 2.3979
Cl 0.6014 0.2268 -0.9281
C 2.9932 -3.2502 -6.2615
F -1.0273 2.7486 4.3915
Br -1.4703 8.1274 4.9931
H 0.6989 0.6336 1.0145
H 3.5974 -1.1661 -6.1858
H -0.1392 6.0193 5.0977
C 3.8229 -2.0751 -6.7521
Br 1.1887 7.2639 3.3905
H 3.2160 -4.1297 -6.8747
N -1.3391 2.2992 3.1238
H 1.8021 -2.2002 -1.6439
N 0.3634 3.2329 1.5811
N -3.5468 0.5824 2.1134
Cl -1.2638 -3.4248 -0.0592
H 1.9187 -3.0554 -6.3558
C 2.8835 -2.3664 -1.6609
O 3.2650 -3.2070 -2.7485
N 0.3215 0.6682 2.0091
```

Computed properties:
LUMO level	-6.204	eV
total charge	+1
HOMO-LUMO gap	3.98	eV

Atom charges from the Mulliken analysis, given in e for atoms 1 to 8: atom 1 (Br): 0.037, atom 2 (H): 0.422, atom 3 (H): 0.311, atom 4 (Cl): 0.098, atom 5 (O): -0.519, atom 6 (H): 0.350, atom 7 (C): 0.716, atom 8 (Cl): -0.083

***

No. 4
The following is a quantum chemistry calculation of a molecular structure, C7H20BrO3, from the OMol25 dataset.

```
31
C7H20BrO3 | the OMol25 dataset | the ωB97M-V functional and the def2-TZVPD basis
H -17.1458 1.2301 -5.1337
H -19.3455 2.4857 0.7908
H -17.2437 0.4331 -2.6224
C -17.7604 7.0641 -4.7040
H -18.2018 2.6478 -5.3023
H -16.7536 7.4685 -4.6002
C -19.6026 3.5380 0.9119
H -17.9605 5.5118 -2.0263
H -15.7087 0.8663 -3.3630
O -18.1716 3.1203 -2.5319
H -20.2758 3.7570 0.0830
H -18.9043 5.3087 -4.0892
H -17.0317 3.8201 -3.4203
O -18.3939 4.3084 0.7582
H -17.6794 3.5763 -1.8452
C -16.5247 1.2429 -2.7462
C -16.8102 4.7799 -3.8871
H -16.0877 1.3013 -1.7494
H -17.9190 6.8670 -5.7642
H -16.7088 4.4857 -4.9318
H -17.8956 3.9686 0.0113
H -18.4815 7.8522 -4.4873
C -17.8942 1.8443 -4.6331
H -20.0839 3.8173 1.8491
Br -17.1460 4.6761 -1.1056
C -17.9455 5.7818 -3.8771
O -17.9702 6.2666 -2.6193
H -15.8696 5.0651 -3.4158
H -18.7772 1.2219 -4.4885
C -17.2562 2.4158 -3.3433
H -16.4097 3.0494 -3.6078
```

Computed properties:
LUMO level	3.457	eV
ΔE to the lowest compared entry with this formula, charge and spin	11.385	eV
total charge	-1
HOMO-LUMO gap	7.17	eV

Atom charges from the Mulliken analysis, given in e for atoms 1 to 8: atom 1 (H): 0.367, atom 2 (H): 0.256, atom 3 (H): 0.419, atom 4 (C): -1.619, atom 5 (H): 0.382, atom 6 (H): 0.351, atom 7 (C): -0.601, atom 8 (H): 0.538

***

Number 1: calculated total energy -3785.6919 Eh. Number 2: calculated total energy -1144.1605 Eh. Number 3: calculated total energy -11317.1098 Eh. Number 4: calculated total energy -3078.0912 Eh.